(1)
Entry from the Open Molecules 2025 dataset: a cluster of 2 separate species, C9H7ClN2Si in total in a non-equilibrium geometry (ωB97M-V/def2-TZVPD).

The geometry in XYZ format:
```
20
Properties=species:S:1:pos:R:3:forces:R:3
C -0.97455 1.90700 4.37842 -0.003 -0.392 -1.242
C -4.62888 2.68431 1.70198 5.390 2.587 1.435
C 1.83363 -1.47599 -1.31792 0.471 -1.023 -4.017
C 0.64632 -0.90827 -1.78310 -0.473 0.319 1.967
C 2.22354 -1.20535 -0.06372 2.860 -1.038 2.856
C -0.10723 -0.07992 -0.89212 -1.928 -0.825 -3.265
C 1.44704 -0.49315 0.84267 0.662 -0.993 0.211
C 0.24808 0.05040 0.44873 -0.786 1.192 -0.234
C -0.52139 0.82377 1.42721 1.978 -2.561 3.012
N -1.18731 2.73418 5.13710 -0.258 0.664 0.752
N -3.61124 3.17270 1.97913 -1.919 -0.988 -0.702
Si -0.42667 0.63252 3.17711 -0.521 0.731 -1.385
Cl 0.27321 -0.71385 4.48196 0.470 -0.732 -0.073
H 2.49450 -2.11104 -2.08335 -1.530 1.381 2.033
H 0.22927 -1.27067 -2.70436 -0.074 0.527 -0.466
H 3.21387 -1.66928 0.28953 -1.603 0.856 -0.390
H -1.10990 0.30053 -1.41948 2.198 -0.538 1.895
H 1.70837 -0.45831 1.90652 0.304 0.173 -0.539
H -1.14592 1.59777 1.23178 -1.813 2.305 -1.101
H -5.50621 2.25498 1.54892 -3.426 -1.645 -0.746
```
Positions in Å, forces in eV/Å.

Calculated values
SMILES string   N#C/[Si](Cl)=C/c1ccccc1.C#N
HOMO level   -8.12 eV
Electronic energy   -32824.377 eV
2S+1   1
HOMO-LUMO gap   7.61 eV

(2)
Entry from the Open Molecules 2025 dataset: a structure of composition C9H23O4PSe3SnTe in a non-equilibrium geometry (ωB97M-V/def2-TZVPD).

The geometry in XYZ format:
```
42
Properties=species:S:1:pos:R:3:forces:R:3
Sn -0.47490 -0.90476 -0.02920 -0.050 -0.232 -0.975
C 0.35391 2.21068 1.24648 -0.064 0.393 0.264
O 1.08748 1.38008 0.36768 0.066 0.195 0.033
C 2.31478 0.97346 0.93961 0.244 0.121 0.106
C 3.14670 0.29259 -0.11803 0.035 -0.148 0.150
O 2.53294 -0.88955 -0.57936 0.102 -0.139 -0.295
C 3.06797 -2.13847 -0.17494 0.282 0.227 -0.012
C 2.35023 -2.72381 1.00261 -0.050 -0.083 0.339
O 1.02883 -3.03482 0.64424 -0.253 -0.411 -0.106
C 0.41299 -3.94148 1.56704 -0.015 0.118 0.005
H 0.85553 3.17672 1.37434 0.064 0.013 -0.034
H 0.22767 1.74046 2.22669 0.023 0.083 -0.096
H -0.63416 2.36319 0.81650 0.145 -0.120 0.149
H 2.12311 0.30347 1.78780 0.007 -0.006 0.008
H 2.87282 1.84391 1.31672 -0.107 0.001 -0.025
H 4.15082 0.09563 0.27638 -0.045 -0.025 0.019
H 3.24602 0.96355 -0.97238 0.012 0.051 -0.057
H 4.12865 -2.05732 0.09236 0.025 0.144 -0.121
H 2.98344 -2.80864 -1.03199 -0.045 -0.017 0.030
H 2.33911 -2.02974 1.85216 0.115 0.043 0.075
H 2.88390 -3.62846 1.32191 -0.047 -0.031 -0.021
H 1.00962 -4.85391 1.64545 0.015 -0.013 -0.025
H -0.57643 -4.17482 1.18321 0.022 0.002 -0.012
H 0.30506 -3.47316 2.54751 0.033 -0.061 0.005
Se -0.83026 -0.73674 2.54382 -0.308 -0.194 0.229
Se -2.89917 -3.97456 3.33289 -0.063 -0.023 0.045
Te -3.04847 -1.96384 2.06582 -0.037 0.011 0.222
Se -2.61866 -2.61302 -0.31497 0.033 0.006 0.154
C -2.27312 3.53511 -0.96368 0.026 0.225 0.125
P -2.24828 1.82929 -1.49617 -0.017 -0.278 -0.081
C -3.77274 1.55279 -2.38607 -0.139 -0.055 -0.087
C -0.92903 1.71003 -2.70248 0.134 -0.075 -0.047
O -2.07967 0.87253 -0.34962 -0.023 0.197 0.026
H -2.58601 4.20058 -1.76886 0.012 -0.024 0.002
H -1.27432 3.81862 -0.62918 -0.072 0.061 -0.019
H -2.96456 3.62374 -0.12590 -0.013 0.053 0.007
H -3.90138 2.28400 -3.18555 -0.002 -0.022 0.012
H -4.61012 1.61687 -1.69128 -0.003 -0.002 -0.010
H -3.74820 0.54779 -2.80892 -0.035 -0.002 0.026
H -1.01968 2.47326 -3.47599 -0.027 0.003 0.012
H -0.95885 0.72117 -3.16152 0.023 0.006 -0.016
H 0.02641 1.81758 -2.18515 -0.003 0.008 -0.005
```
Positions in Å, forces in eV/Å.

Calculated values
Energy above the lowest of the compared OMol25 structures with the same formula, charge and spin   45.1 kJ/mol
HOMO level   -6.89 eV
Electronic energy   -236350.192 eV
2S+1   1
HOMO-LUMO gap   6.98 eV

Question: The lowest HOMO level belongs to which entry?
Answer: C9H7ClN2Si